17
Properties=species:S:1:pos:R:3 method="wB97M-V/def2-TZVPD" de_lowest_kcal_mol=0.0 s_squared=2.016 spin_multiplicity=3 homo_ha="-0.226 / -0.384"
C -0.171 1.227 0.216
C -0.619 -0.735 3.296
C -0.169 0.107 1.054
C 0.252 -0.179 -1.697
C 0.633 -0.683 -3.000
N 0.312 1.021 -1.138
N -0.577 0.241 2.406
O -0.416 2.413 0.506
O -0.406 -1.908 3.144
H -0.999 -0.479 4.363
H 0.247 -0.793 0.936
H -0.269 -1.000 -1.189
H 0.831 0.191 -3.668
H -0.102 -1.315 -3.442
H 1.487 -1.262 -2.965
H 0.605 1.931 -1.461
H -0.641 1.223 2.636

85
Properties=species:S:1:pos:R:3 method="wB97M-V/def2-TZVPD" charge=+2 de_lowest_kcal_mol=169.7 s_squared=6.085 spin_multiplicity=5 homo_ha="-0.457 / -0.457"
Ru -1.906 -2.756 -3.108
C 2.193 -0.117 -1.685
C 1.524 -0.669 -2.695
C 1.982 -1.882 -3.451
C 1.911 -3.295 -2.758
C 1.465 -3.355 -1.315
C 2.039 -2.740 -0.268
C 3.394 -2.136 -0.398
C 3.263 -0.642 -0.770
C -2.234 -3.269 -0.869
H 2.275 1.000 -1.755
H 0.713 -0.140 -3.181
H 2.987 -1.680 -3.860
H 1.288 -1.940 -4.296
H 1.217 -3.947 -3.335
H 2.898 -3.755 -2.988
H 0.448 -3.761 -1.257
H 1.438 -2.506 0.617
H 4.023 -2.628 -1.143
H 3.940 -2.280 0.535
H 3.251 -0.123 0.198
H 4.276 -0.344 -1.224
H -1.191 -2.916 -0.668
H -2.345 -4.192 -0.258
H -2.953 -2.519 -0.517
P -1.982 -4.982 -2.557
P -1.063 -2.597 -5.189
N -0.902 -6.423 -1.803
N -3.402 -6.095 -2.652
N 0.436 -3.577 -5.965
N -1.605 -2.275 -7.116
C -1.420 -5.182 -4.299
C -2.144 -4.057 -5.042
C -0.839 -6.825 -0.463
C -0.215 -8.076 -0.366
C 0.120 -8.468 -1.696
C -0.297 -7.445 -2.539
C -4.722 -5.898 -2.254
C -5.476 -7.027 -2.592
C -4.598 -7.944 -3.235
C -3.351 -7.349 -3.289
C 1.740 -3.097 -6.183
C 2.546 -4.097 -6.733
C 1.659 -5.119 -7.137
C 0.391 -4.784 -6.668
C -0.934 -2.559 -8.301
C -1.806 -2.496 -9.406
C -3.056 -2.072 -8.888
C -2.895 -1.969 -7.496
H -1.635 -6.165 -4.705
H -0.328 -5.023 -4.226
H -2.519 -4.307 -6.033
H -3.053 -3.654 -4.459
H -1.234 -6.177 0.301
H -0.029 -8.660 0.526
H 0.571 -9.397 -2.027
H -0.215 -7.380 -3.608
H -4.994 -4.968 -1.790
H -6.531 -7.167 -2.418
H -4.840 -8.925 -3.631
H -2.434 -7.719 -3.735
H 2.014 -2.076 -5.975
H 3.629 -4.066 -6.829
H 1.903 -6.015 -7.706
H -0.550 -5.303 -6.810
H 0.109 -2.818 -8.338
H -1.534 -2.732 -10.431
H -3.955 -1.858 -9.462
H -3.646 -1.709 -6.768
O 1.698 -0.378 1.833
S 0.238 -0.253 1.861
O -0.335 -0.757 3.075
N -0.513 -0.858 0.499
C -1.123 0.038 -0.289
S -1.838 -0.391 -1.772
C -1.040 1.387 0.313
C -1.499 2.660 -0.069
C -1.324 3.793 0.759
C -0.558 3.709 1.927
C 0.030 2.482 2.248
C -0.295 1.371 1.488
H -1.942 2.743 -1.054
H -1.767 4.756 0.476
H -0.429 4.571 2.567
H 0.747 2.390 3.056

113
Properties=species:S:1:pos:R:3 method="wB97M-V/def2-TZVPD" charge=-1 homo_ha=-0.130
Ba -0.612 0.810 -0.166
C 1.135 3.939 1.096
C 0.553 4.330 -0.119
C 1.186 3.605 -1.161
C 2.190 2.792 -0.580
C 2.154 2.993 0.814
C 3.070 2.388 1.841
C 3.236 2.042 -1.361
C 0.996 3.825 -2.640
C -0.542 5.346 -0.324
C 0.766 4.411 2.476
H 2.538 2.183 2.775
H 3.900 3.064 2.085
H 3.498 1.449 1.486
H 2.803 1.320 -2.059
H 3.900 1.490 -0.695
H 3.853 2.734 -1.946
H -0.058 3.937 -2.908
H 1.406 2.989 -3.213
H 1.515 4.732 -2.977
H -1.540 4.897 -0.322
H -0.423 5.850 -1.286
H -0.523 6.109 0.457
H 0.479 3.575 3.126
H 1.603 4.924 2.961
H -0.077 5.104 2.438
C 2.387 -3.888 -2.107
S 1.824 -4.003 -0.390
C 1.376 -2.315 -0.006
S 2.019 -1.015 -0.864
N 0.577 -2.322 1.034
N -0.007 -1.173 1.404
C -0.704 -1.228 2.486
C -1.432 -0.078 2.960
C -2.191 -0.148 4.132
C -2.889 0.964 4.556
C -2.794 2.139 3.822
C -2.000 2.133 2.691
N -1.349 1.065 2.253
H 2.812 -4.856 -2.365
H 3.132 -3.102 -2.184
H 1.537 -3.662 -2.747
H -0.750 -2.151 3.062
H -2.220 -1.079 4.684
H -3.502 0.927 5.448
H -3.326 3.033 4.112
H -1.869 3.037 2.106
C -2.786 1.053 -4.080
Sb -4.004 -0.073 -2.688
C -3.484 1.010 -0.883
C -4.134 0.388 0.252
C -4.206 -1.012 0.464
C -4.785 -1.520 1.601
C -5.358 -0.647 2.525
C -5.317 0.703 2.224
N -4.738 1.210 1.145
Si -4.184 2.776 -1.032
C -4.008 4.041 0.380
C -6.037 2.686 -1.475
C -3.379 3.763 -2.454
C -3.035 -2.203 -3.194
C -1.645 -1.951 -3.679
C -1.072 -2.709 -4.715
C 0.204 -2.437 -5.164
C 0.903 -1.383 -4.593
C 0.276 -0.676 -3.585
N -0.941 -0.957 -3.119
Si -2.991 -3.655 -1.959
C -2.074 -3.516 -0.319
C -2.081 -5.133 -2.749
C -4.769 -4.188 -1.559
Si -4.249 -2.631 -4.607
C -6.072 -2.407 -4.094
C -4.220 -4.400 -5.325
C -3.971 -1.518 -6.121
H -3.420 1.789 -4.573
H -2.386 0.381 -4.836
H -1.967 1.552 -3.568
H -3.786 -1.660 -0.293
H -4.805 -2.591 1.775
H -5.826 -1.006 3.432
H -5.786 1.429 2.886
H -4.568 3.749 1.264
H -4.365 5.018 0.041
H -2.961 4.165 0.665
H -6.562 2.021 -0.787
H -6.175 2.298 -2.488
H -6.516 3.668 -1.424
H -2.290 3.667 -2.450
H -3.612 4.822 -2.325
H -3.744 3.466 -3.437
H -1.652 -3.504 -5.161
H 0.649 -3.037 -5.948
H 1.899 -1.116 -4.918
H 0.772 0.177 -3.134
H -1.057 -3.157 -0.464
H -1.995 -4.516 0.114
H -2.546 -2.876 0.425
H -1.006 -5.027 -2.577
H -2.235 -5.227 -3.823
H -2.398 -6.069 -2.285
H -5.335 -3.372 -1.102
H -4.760 -5.017 -0.847
H -5.319 -4.516 -2.443
H -6.186 -2.261 -3.021
H -6.663 -3.280 -4.381
H -6.499 -1.533 -4.587
H -4.299 -5.166 -4.552
H -3.320 -4.606 -5.908
H -5.074 -4.512 -5.996
H -4.387 -0.522 -5.958
H -4.459 -1.952 -6.996
H -2.909 -1.404 -6.352

24
Properties=species:S:1:pos:R:3 method="wB97M-V/def2-TZVPD" de_lowest_kcal_mol=66.0 smiles=CCN(C)CCN.O homo_ha=-0.297
C 1.694 0.759 -1.180
C 1.599 -0.746 -0.834
N 0.831 -1.179 0.305
C 1.600 -1.072 1.577
C -0.619 -0.889 0.322
C -1.117 0.378 1.089
N -2.646 0.579 1.131
H 0.686 1.236 -1.381
H 2.117 0.877 -2.210
H 2.236 1.496 -0.544
H 1.185 -1.357 -1.712
H 2.642 -1.087 -0.699
H 2.623 -1.343 1.574
H 1.476 -0.120 1.964
H 1.028 -1.812 2.364
H -1.092 -1.823 0.880
H -1.111 -0.994 -0.601
H -0.793 1.491 0.588
H -0.741 0.477 2.160
H -2.978 -0.341 1.488
H -3.088 0.608 0.230
O -1.781 1.428 -2.364
H -2.481 1.228 -1.785
H -1.270 2.208 -2.361

22
Properties=species:S:1:pos:R:3 method="wB97M-V/def2-TZVPD" de_lowest_kcal_mol=7.6 homo_ha=-0.330
C 1.669 0.601 -1.491
C 1.032 -0.529 -1.297
C 1.321 1.936 -0.961
C -1.409 -0.737 1.472
C -0.329 -1.359 0.637
C -2.254 0.235 0.638
C -0.339 -0.586 -0.718
C -1.117 0.765 -0.335
P 0.048 2.072 0.369
Cl -1.609 1.543 -1.792
H 2.641 0.645 -2.122
H 1.445 -1.506 -1.604
H 2.276 2.424 -0.574
H 0.946 2.686 -1.671
H -2.076 -1.450 1.957
H -0.918 -0.140 2.264
H 0.644 -1.124 1.149
H -0.442 -2.481 0.315
H -2.992 -0.254 0.022
H -2.823 0.950 1.266
H -1.000 -1.046 -1.379
H 0.409 1.245 1.405

95
Properties=species:S:1:pos:R:3 method="wB97M-V/def2-TZVPD" charge=+3 de_lowest_kcal_mol=0.0 s_squared=0.753 spin_multiplicity=2 homo_ha="-0.579 / -0.604"
Tl -1.521 1.022 -2.078
C 0.792 0.106 3.784
C 0.491 1.512 3.286
C -0.544 2.179 4.180
C 1.758 2.355 3.216
O -0.060 1.345 1.943
Ge -0.534 2.750 0.944
O 0.533 2.508 -0.493
C 1.087 3.633 -1.244
C -0.046 4.419 -1.892
C 1.886 4.516 -0.297
C 1.989 3.015 -2.300
O -2.066 2.285 0.123
C -3.387 2.335 0.752
C -3.496 3.593 1.601
C -3.565 1.082 1.594
C -4.382 2.376 -0.398
H 1.164 0.140 4.807
H -0.114 -0.501 3.765
H 1.553 -0.376 3.167
H -0.165 2.278 5.197
H -0.778 3.186 3.822
H -1.464 1.593 4.215
H 2.214 2.441 4.202
H 2.494 1.909 2.544
H 1.539 3.370 2.869
H -0.754 4.786 -1.145
H 0.350 5.284 -2.425
H -0.593 3.810 -2.619
H 1.234 4.995 0.439
H 2.640 3.929 0.232
H 2.393 5.309 -0.846
H 1.431 2.313 -2.926
H 2.398 3.791 -2.947
H 2.829 2.491 -1.839
H -2.810 3.558 2.452
H -3.283 4.482 1.004
H -4.503 3.691 2.005
H -2.810 1.031 2.380
H -4.552 1.081 2.059
H -3.480 0.194 0.966
H -4.214 3.258 -1.019
H -4.301 1.477 -1.016
H -5.403 2.418 -0.019
I 2.248 -0.088 0.125
C 4.088 -1.137 0.067
C 5.268 -0.465 0.145
C 6.464 -1.218 0.127
C 6.423 -2.579 0.031
C 5.188 -3.271 -0.053
C 5.120 -4.680 -0.171
C 3.923 -5.336 -0.270
C 2.719 -4.613 -0.250
C 2.750 -3.240 -0.115
P 1.212 -2.355 -0.130
C 0.138 -2.659 1.223
C -1.137 -2.072 1.223
C -1.998 -2.341 2.268
C -1.591 -3.179 3.305
C -0.318 -3.736 3.316
C 0.560 -3.476 2.279
C 0.401 -2.357 -1.702
C -0.826 -3.009 -1.851
C -1.369 -3.139 -3.121
C -0.700 -2.625 -4.220
C 0.529 -1.981 -4.071
C 1.087 -1.851 -2.817
C 3.977 -2.537 -0.028
H 5.315 0.613 0.219
H 7.410 -0.698 0.190
H 7.341 -3.152 0.016
H 6.047 -5.240 -0.189
H 3.894 -6.413 -0.368
H 1.778 -5.143 -0.338
H -1.455 -1.426 0.413
H -2.986 -1.902 2.278
H -2.274 -3.394 4.116
H -0.012 -4.378 4.131
H 1.553 -3.907 2.286
H -1.347 -3.420 -0.996
H -2.314 -3.649 -3.248
H -1.128 -2.734 -5.208
H 1.050 -1.601 -4.939
H 2.053 -1.370 -2.705
Cl -0.419 1.590 -5.339
C -1.850 2.519 -5.829
Cl -3.043 2.631 -4.519
H -2.316 2.016 -6.667
H -1.531 3.522 -6.081
Cl -6.192 -1.831 0.898
C -5.669 -2.436 -0.678
Cl -5.334 -4.170 -0.600
Cl -6.852 -2.070 -1.922
C -4.407 -1.757 -1.017
N -3.421 -1.223 -1.261

99
Properties=species:S:1:pos:R:3 method="wB97M-V/def2-TZVPD" smiles="O=C1OC[C@@H](F)O1.O=C1OC[C@@H](F)O1.O=C1OC[C@@H](F)O1.O=C1OC[C@@H](F)O1.C[N+](=O)[O-].C[N+](=O)[O-].O=S1(=O)CCCC1.O=S1(=O)CCCC1.O=S1(=O)CCCC1" homo_ha=-0.375
O 0.109 8.562 1.531
C -0.020 7.314 1.611
O 0.628 6.395 0.861
C 0.107 5.107 1.088
C -0.380 5.306 2.499
F 0.737 5.322 3.225
O -0.846 6.649 2.422
H -0.768 4.985 0.450
H 0.860 4.321 1.023
H -1.022 4.539 2.931
O -4.376 -0.905 1.664
C -3.840 -1.961 1.335
O -2.898 -2.577 2.044
C -2.572 -3.772 1.366
C -3.868 -4.003 0.500
F -4.812 -4.579 1.139
O -4.094 -2.595 0.236
H -1.630 -3.498 0.890
H -2.481 -4.675 1.969
H -3.733 -4.571 -0.420
O -4.963 5.110 1.769
C -4.417 4.083 1.328
O -5.095 3.085 0.709
C -4.157 2.247 -0.026
C -2.885 2.530 0.826
F -1.848 2.681 -0.063
O -3.140 3.808 1.351
H -4.310 1.170 -0.091
H -4.192 2.707 -1.013
H -2.595 1.811 1.593
O 0.309 -1.972 0.011
C 0.460 -0.903 0.586
O 1.493 -0.100 0.408
C 1.254 1.197 1.030
C 0.188 0.777 2.018
F -0.642 1.822 2.247
O -0.405 -0.265 1.364
H 2.040 1.596 1.672
H 0.914 1.896 0.267
H 0.539 0.481 3.006
C 5.522 1.509 1.360
N 6.250 1.664 0.104
O 6.269 2.760 -0.452
O 6.851 0.686 -0.397
H 6.180 1.271 2.196
H 4.900 0.615 1.382
H 4.902 2.350 1.671
C 0.968 2.465 7.541
N 1.099 2.262 6.066
O 0.489 1.266 5.623
O 1.854 2.971 5.446
H 0.396 1.628 7.942
H 0.483 3.441 7.527
H 2.034 2.417 7.761
O -2.159 1.448 -4.177
S -1.787 0.075 -4.308
O -0.560 -0.306 -5.020
C -1.881 -0.710 -2.665
C -2.247 -2.181 -2.871
C -3.171 -2.308 -4.060
C -3.189 -1.002 -4.941
H -2.723 -0.236 -2.161
H -0.965 -0.469 -2.125
H -1.334 -2.743 -3.068
H -2.836 -2.531 -2.023
H -4.165 -2.674 -3.802
H -2.902 -3.104 -4.755
H -4.131 -0.517 -4.685
H -3.119 -1.148 -6.019
O -0.643 -5.724 -1.422
S -0.406 -6.397 -0.118
O -1.557 -6.760 0.757
C 0.811 -7.786 -0.329
C 2.250 -7.212 -0.084
C 2.201 -5.696 0.167
C 0.865 -5.367 0.816
H 0.500 -8.279 -1.249
H 0.574 -8.475 0.482
H 2.596 -7.549 0.893
H 2.910 -7.541 -0.886
H 2.401 -5.026 -0.669
H 2.958 -5.401 0.893
H 0.444 -4.364 0.742
H 0.902 -5.604 1.879
O 1.115 3.934 -4.044
S 1.757 3.218 -2.912
O 1.713 3.705 -1.513
C 1.261 1.512 -3.054
C 2.527 0.668 -3.392
C 3.747 1.406 -2.846
C 3.581 2.819 -3.241
H 0.542 1.566 -3.871
H 0.760 1.275 -2.115
H 2.411 -0.284 -2.874
H 2.575 0.678 -4.481
H 4.694 1.034 -3.235
H 3.761 1.322 -1.760
H 3.848 2.804 -4.298
H 4.227 3.496 -2.682